No. 1
{"formula": "C29H38ClCsIN4O4PS3", "method": "wB97M-V/def2-TZVPD", "total_charge": -2, "spin_multiplicity": 1, "symbols": ["S", "C", "H", "C", "C", "C", "O", "H", "C", "C", "H", "Cl", "H", "Cs", "H", "N", "H", "H", "H", "P", "C", "S", "H", "C", "H", "H", "C", "H", "H", "C", "H", "C", "C", "C", "H", "H", "C", "C", "H", "H", "H", "C", "H", "N", "C", "H", "H", "H", "H", "C", "H", "H", "C", "C", "H", "C", "O", "C", "N", "H", "C", "C", "C", "H", "H", "H", "H", "C", "C", "N", "H", "I", "H", "H", "H", "C", "C", "O", "S", "H", "O", "H"], "coordinates": [[-0.447, 0.211, 3.641], [-4.711, 0.016, -0.393], [0.498, -5.202, -4.126], [4.339, -1.255, -1.098], [-1.281, -4.503, -4.524], [3.178, -1.973, -0.863], [1.466, 1.605, 5.437], [0.119, 1.399, -5.682], [1.392, -2.837, 4.442], [4.323, -1.973, -3.385], [-1.818, -4.772, -3.606], [-5.368, -2.500, -1.261], [-1.117, -2.187, 5.401], [-0.473, -0.065, -0.511], [-0.325, -4.243, -2.111], [1.435, -3.471, -1.632], [-0.114, 3.586, 4.796], [2.701, -0.074, 3.534], [-0.293, 1.607, -3.967], [0.366, 0.422, 5.435], [-0.518, 3.821, 2.867], [1.009, 4.395, 2.430], [-1.968, -4.650, -5.358], [4.916, -1.253, -2.359], [-2.154, 2.842, 2.171], [5.823, -0.688, -2.535], [-3.814, -0.626, -2.523], [-2.693, 3.562, -0.923], [4.765, -1.982, -4.374], [-3.260, 1.606, -1.609], [-5.318, -0.210, 0.477], [0.314, -1.186, -3.460], [3.799, 1.101, 5.830], [-0.422, -2.534, 6.165], [-0.689, -2.057, 7.105], [3.904, 1.154, 3.105], [-2.190, 3.187, 4.548], [2.781, 1.650, 4.841], [-1.988, 3.054, -2.557], [3.678, 1.578, 6.804], [2.953, 2.723, 4.714], [3.155, -2.678, -3.155], [2.680, -3.231, -3.955], [-0.874, 3.632, 4.136], [-2.545, 2.788, -1.667], [-2.390, 2.166, 4.221], [2.434, -2.620, 4.201], [4.809, 1.301, 5.464], [0.752, -2.417, 3.667], [2.555, -2.674, -1.896], [-2.608, 0.798, -3.527], [1.336, 1.134, -4.389], [1.016, -2.228, 5.781], [-1.211, -2.226, -5.515], [4.789, -0.695, -0.289], [-4.572, -0.937, -1.398], [-0.207, -5.425, -4.741], [0.291, 1.014, -4.678], [-1.485, 3.567, 1.951], [-2.220, 3.180, 5.631], [0.384, -3.450, -2.364], [-0.028, -2.560, -3.453], [-3.190, 0.596, -2.634], [-0.521, -3.619, 6.267], [-1.207, 3.631, 0.985], [3.674, 0.027, 5.956], [-4.228, 1.960, 0.309], [-4.091, 1.240, -0.493], [2.889, 0.998, 3.479], [-0.835, -0.929, -5.588], [-2.949, 3.871, 4.159], [2.344, -1.935, 1.047], [1.670, -2.643, 6.556], [-1.826, -2.595, -6.329], [1.258, -3.920, 4.464], [-0.112, -0.427, -4.620], [-0.848, -3.063, -4.492], [1.352, -0.828, 5.778], [-0.831, 0.838, 6.938], [-3.711, -1.351, -3.323], [0.906, -0.601, -2.497], [2.182, 1.435, 2.777]], "lowdin_charge": [0.21, -0.16, 0.06, -0.16, -0.22, -0.64, -0.36, 0.07, -0.11, -0.09, 0.11, 0.54, 0.06, 0.96, 0.12, 0.08, 0.10, 0.01, 0.07, -0.19, -0.97, 0.49, 0.11, -0.11, 0.08, 0.09, -0.16, 0.00, 0.10, -0.46, 0.09, -0.41, -0.06, -0.10, 0.04, 0.08, -0.13, -0.45, 0.01, 0.08, 0.12, -0.03, 0.12, -0.05, -0.10, 0.03, 0.05, 0.07, 0.01, -0.37, 0.09, 0.08, -0.47, -0.13, 0.09, -0.72, -0.06, -0.03, 0.10, 0.05, -0.11, -0.10, -0.13, 0.08, 0.06, 0.07, 0.09, -0.11, -0.11, 0.10, 0.08, 1.02, 0.13, 0.10, 0.08, -0.28, -0.18, -0.34, 0.16, 0.09, -0.43, 0.04]}

No. 2
{"formula": "C54H46N3O4PtS2", "method": "wB97M-V/def2-TZVPD", "total_charge": 1, "spin_multiplicity": 1, "symbols": ["C", "C", "C", "C", "H", "C", "C", "C", "S", "C", "S", "H", "H", "H", "H", "C", "C", "N", "H", "H", "C", "C", "C", "H", "C", "C", "C", "H", "C", "H", "H", "H", "C", "C", "O", "C", "H", "C", "H", "C", "H", "H", "C", "H", "N", "C", "H", "C", "C", "C", "H", "C", "H", "C", "O", "N", "Pt", "C", "O", "H", "H", "H", "C", "H", "H", "H", "C", "H", "H", "H", "C", "C", "H", "H", "C", "H", "C", "H", "H", "H", "H", "C", "C", "C", "H", "C", "O", "C", "H", "H", "C", "H", "C", "C", "C", "C", "C", "C", "C", "H", "H", "H", "H", "H", "C", "C", "C", "C", "C", "H"], "coordinates": [[-1.253, -1.179, 5.107], [0.260, 0.925, -2.337], [5.757, 4.755, 2.043], [2.569, 0.808, -1.388], [0.773, -1.674, 7.758], [-2.635, -4.607, 3.221], [-3.412, 2.058, -2.658], [3.064, 0.418, -2.574], [-2.582, 0.180, -0.849], [4.117, 2.842, 2.079], [0.619, 2.107, 0.248], [-1.051, 0.318, -4.649], [-5.246, -0.375, -0.110], [1.407, -4.777, 4.310], [-1.984, -0.483, 4.713], [-0.957, -2.327, 4.374], [-1.006, 1.721, -2.546], [-1.589, -2.440, 3.113], [-2.725, -4.481, 4.293], [3.835, -0.292, -5.033], [2.946, 2.232, 1.652], [2.762, -0.160, -4.958], [-3.400, 2.417, 0.517], [4.709, 2.380, 2.860], [3.986, -3.354, -2.203], [3.720, -2.887, -0.903], [0.422, -4.425, 4.011], [2.617, 1.297, 2.094], [-5.013, 0.622, 0.244], [-3.591, -6.512, 3.196], [-7.124, 3.047, 2.854], [-2.396, 2.803, 0.367], [1.157, 1.109, -1.233], [-2.023, -3.591, 2.479], [-0.165, -2.189, 0.735], [-3.274, 3.044, -3.577], [-2.712, 5.056, -5.248], [0.615, -2.991, 6.079], [-6.352, 4.511, 2.231], [-5.973, 1.398, 0.874], [4.130, 0.251, -2.684], [0.999, -2.457, -3.527], [2.582, 4.039, 0.093], [6.267, 4.159, 2.798], [1.567, -2.119, -1.573], [2.969, -3.205, -3.158], [-4.126, 4.167, 1.494], [0.020, 0.185, -4.728], [-0.640, -0.945, 6.322], [0.560, 4.396, -4.649], [5.880, -4.046, -1.822], [-1.984, 3.497, -3.953], [3.099, -3.574, -4.166], [0.286, -1.855, 6.807], [-1.287, 0.217, 0.029], [5.175, -3.905, -2.522], [0.124, -0.863, -1.044], [-3.140, -5.731, 2.598], [-1.483, -2.577, -0.953], [-0.465, 5.842, -5.891], [-7.573, 3.667, 1.272], [5.330, -4.299, -3.432], [1.960, -0.338, -6.056], [2.390, -0.600, -7.014], [-4.398, 1.740, -2.350], [3.232, 0.955, -0.548], [0.573, -0.177, -5.933], [2.284, -1.934, 0.359], [-1.516, -1.618, 2.541], [0.463, -4.152, 2.955], [-3.745, 1.152, 0.053], [-2.265, 1.416, -2.118], [4.055, 5.585, 0.103], [6.457, 4.954, 1.230], [-5.671, 2.684, 1.316], [-0.888, -0.060, 6.894], [-4.372, 3.172, 1.145], [2.026, -3.573, 7.587], [-0.065, -0.328, -6.794], [-6.972, 1.006, 1.014], [-3.496, -6.737, 0.728], [3.748, 4.639, 0.534], [-6.736, 3.531, 1.957], [0.830, 0.401, -3.600], [-4.147, 3.514, -4.013], [1.798, -2.585, -2.809], [-0.216, 3.206, -0.313], [2.214, 0.204, -3.715], [1.323, 2.902, -3.364], [4.453, -3.002, -0.115], [2.524, -2.285, -0.634], [-2.448, -4.932, -0.611], [4.524, 4.058, 1.539], [-0.581, 5.015, -5.203], [0.431, 3.345, -3.789], [-2.505, -4.856, 0.468], [-3.088, -5.861, 1.212], [-0.006, -3.243, 4.845], [-1.174, -2.789, 0.247], [1.315, -4.938, 6.720], [1.545, 4.764, -4.906], [-0.270, -5.264, 4.103], [2.546, -3.944, 5.946], [5.496, 5.715, 2.492], [-1.949, -3.734, 1.083], [-1.823, 4.579, -4.853], [2.190, 2.835, 0.657], [-0.848, 2.847, -3.430], [1.682, -3.915, 6.612], [1.965, 4.498, -0.670]], "lowdin_charge": [-0.03, -0.26, -0.04, -0.09, 0.11, -0.03, -0.06, -0.02, 1.14, -0.03, 1.03, 0.13, 0.12, 0.07, 0.11, -0.20, -0.15, 0.10, 0.13, 0.12, -0.09, -0.03, -0.04, 0.12, -0.30, 0.01, -0.02, 0.12, -0.07, 0.11, 0.09, 0.10, -0.36, -0.21, -0.10, 0.00, 0.12, -0.23, 0.08, -0.02, 0.13, 0.13, -0.05, 0.08, -0.12, 0.01, 0.12, -0.01, -0.08, -0.05, 0.11, -0.14, 0.12, -0.06, -0.62, 0.15, 1.28, -0.07, -0.08, 0.11, 0.09, 0.11, -0.06, 0.11, 0.12, 0.11, -0.05, 0.12, 0.13, 0.08, -0.41, -0.29, 0.12, 0.09, -0.25, 0.10, -0.01, 0.07, 0.11, 0.12, 0.10, -0.02, -0.04, -0.17, 0.12, -0.10, -0.47, -0.20, 0.12, 0.12, -0.11, 0.12, -0.26, -0.06, 0.00, -0.02, -0.08, -0.15, -0.61, 0.09, 0.11, 0.08, 0.08, 0.09, -0.08, -0.02, -0.42, -0.10, -0.05, 0.12]}

No. 3
{"formula": "C36H26Cl6N7O4PbS2", "method": "wB97M-V/def2-TZVPD", "total_charge": 1, "spin_multiplicity": 1, "symbols": ["H", "Cl", "C", "S", "C", "C", "C", "H", "C", "H", "N", "Cl", "H", "Cl", "C", "H", "N", "C", "Cl", "C", "C", "H", "C", "N", "H", "O", "C", "H", "C", "H", "C", "H", "Cl", "O", "C", "C", "H", "H", "C", "H", "C", "C", "C", "C", "C", "H", "C", "C", "C", "N", "O", "C", "H", "Cl", "C", "C", "C", "N", "H", "C", "N", "H", "C", "O", "Pb", "H", "H", "C", "C", "H", "C", "C", "C", "H", "H", "H", "H", "S", "H", "N", "C", "H"], "coordinates": [[-1.881, 6.113, 1.790], [6.492, 2.535, -0.285], [-0.955, 0.367, -2.996], [0.346, -2.538, 3.582], [0.108, -2.723, -1.433], [-1.613, 4.698, -1.252], [5.005, -1.600, 0.895], [0.516, -2.994, -0.473], [-5.584, 0.323, 1.221], [-6.221, 0.886, -0.760], [-0.174, -1.453, -1.620], [4.937, 2.466, 2.402], [3.684, -2.615, 3.849], [-2.435, 7.220, -0.771], [4.305, 1.426, -1.397], [-1.062, 3.888, 2.480], [-2.457, -0.247, -0.122], [0.633, -1.722, 2.085], [2.106, 1.251, 2.525], [-0.588, -3.293, -3.633], [-6.457, -1.695, -0.588], [-7.415, 1.219, 0.515], [6.361, -0.841, 2.745], [1.540, -1.855, 1.136], [4.827, -1.687, -0.169], [-7.336, -0.713, -0.074], [-1.864, 5.650, -0.311], [-6.008, -1.343, -1.527], [-0.908, -1.932, -3.855], [7.633, -0.099, 4.193], [-1.463, 0.766, -4.209], [-0.744, -4.004, -4.435], [2.306, 0.300, -2.794], [-0.449, 1.987, 0.919], [-1.673, 5.353, 1.050], [4.123, -2.196, 1.791], [-5.000, 1.232, 1.358], [-1.992, 0.111, 2.788], [-1.226, 4.119, 1.436], [-1.698, 1.802, -4.400], [2.288, 0.905, -0.154], [-1.691, -0.149, -5.252], [2.908, 1.360, 1.005], [-1.233, -0.651, 2.866], [4.894, 1.918, -0.235], [-4.633, -2.709, 0.015], [6.116, -0.932, 1.366], [3.004, 0.926, -1.342], [-0.681, -1.016, -2.810], [-4.685, -0.767, 0.805], [2.926, -3.377, -0.175], [4.357, -2.123, 3.160], [-1.779, 4.920, -2.299], [5.175, 1.433, -2.874], [-1.054, 2.461, -1.934], [-0.082, -3.689, -2.433], [4.199, 1.885, 0.970], [-0.706, 1.213, -1.890], [6.816, -0.485, 0.671], [-3.505, -0.484, 0.309], [-0.291, -0.774, 1.868], [-7.056, -2.581, -0.796], [-6.666, 0.508, 0.171], [2.296, -4.006, 2.154], [0.210, 0.146, -0.036], [5.652, -1.403, 4.699], [8.085, 0.282, 2.579], [-5.366, -2.014, 0.420], [-1.037, -1.510, 3.876], [-6.029, 0.038, 2.176], [5.463, -1.450, 3.634], [-1.422, -1.475, -5.087], [-0.927, 3.112, 0.488], [-1.389, 2.856, -2.891], [-1.614, -1.614, 4.778], [0.192, -4.714, -2.228], [-1.587, -2.186, -5.886], [2.700, -3.009, 1.196], [-5.801, -2.445, 1.323], [7.463, -0.187, 3.210], [-1.144, 3.412, -0.881], [-2.083, 0.218, -6.191]], "lowdin_charge": [0.12, 0.72, -0.24, 1.11, -0.07, -0.06, -0.06, 0.09, -0.10, 0.13, 0.00, 0.73, 0.11, 0.68, -0.71, 0.12, 0.18, -0.76, 0.78, 0.03, -0.18, 0.13, -0.33, -0.17, 0.12, -0.12, -0.67, 0.13, -0.14, 0.10, 0.01, 0.13, 0.78, -0.21, -0.07, -0.30, 0.13, 0.11, 0.01, 0.11, -0.27, -0.04, -0.68, -0.23, -0.71, 0.13, -0.03, -0.68, -0.20, -0.08, -0.29, -0.05, 0.12, 0.72, -0.04, 0.00, -0.70, -0.01, 0.11, -0.23, -0.14, 0.13, -0.18, -0.33, 1.44, 0.12, 0.10, -0.10, -0.36, 0.14, -0.02, -0.01, -0.33, 0.12, 0.07, 0.13, 0.12, 0.59, 0.14, 0.13, -0.12, 0.12]}

No. 4
{"formula": "C3H4O", "method": "wB97M-V/def2-TZVPD", "total_charge": 0, "smiles": "C#COC", "spin_multiplicity": 1, "symbols": ["C", "O", "C", "H", "C", "H", "H", "H"], "coordinates": [[2.110, -0.265, -0.096], [-0.350, 0.744, 0.893], [1.100, 0.234, 0.288], [-1.710, -0.654, 0.492], [-1.272, 0.132, -0.036], [2.897, -0.871, -0.382], [-2.014, 0.900, -0.231], [-0.763, -0.221, -0.928]], "nbo_charge": [-0.35, -0.47, 0.26, 0.18, -0.25, 0.24, 0.19, 0.20]}

Asked for HOMO across the records above, the calculation gives -0.999, -9.177, -10.001, -10.242 eV in order.
Asked for lowest unoccupied orbital energy across the records above, the calculation gives 3.68, -2.66, -3.54, 0.72 eV in order.
Asked for ΔE to the lowest compared entry with this formula, charge and spin across the records above, the calculation gives 0.000, 1.358, 0.000, 3.645 eV in order.